(1)
A cluster of 2 separate species, C6H9NO2 in total. Source: OMol25; level of theory: ωB97M-V/def2-TZVPD.

```
18
Properties=species:S:1:pos:R:3:forces:R:3:lowdin_charge:R:1
H 2.5292 2.2577 -0.0307 0.10 -0.12 0.00 0.09
N -1.2983 -0.2949 -1.7063 0.26 -0.14 -0.09 0.07
C 0.9757 -0.6115 -0.0893 2.39 1.36 0.00 -0.29
C -1.9717 -0.7700 0.6207 0.48 0.17 0.06 -0.04
H -1.0779 -1.2782 -1.8383 0.15 0.06 -0.07 0.08
H 0.9244 -2.6917 0.4788 0.19 -0.32 0.37 0.01
H -1.5907 -1.7904 0.6820 0.12 -0.10 -0.01 0.07
C 2.2811 1.2991 0.4213 0.12 -0.31 0.44 -0.07
C 1.3563 -1.7412 0.2683 -1.20 0.51 -0.57 0.11
H 1.7587 1.4664 1.3681 -0.12 0.02 -0.10 0.09
C -1.0728 0.0169 -0.3125 -0.89 2.03 0.05 -0.44
C -0.8958 1.3495 0.0037 -1.72 -1.65 0.55 -0.08
H 3.1615 0.6895 0.6389 0.08 0.20 -0.12 0.09
O 1.4576 0.6150 -0.5161 -0.73 -1.24 0.00 -0.19
H -0.6661 0.2332 -2.2978 0.02 -0.09 -0.09 0.09
H -1.9538 -0.3615 1.6280 -0.08 0.01 0.06 0.09
O -0.9271 2.4248 0.4408 0.86 -0.54 -0.44 0.21
H -2.9905 -0.8127 0.2405 -0.06 0.14 -0.03 0.08
```
Forces are in eV/Å.

Relative energy (zero: lowest compared OMol25 entry of this formula, charge and spin): 582.5 kJ/mol
DFT total energy: -11947.2811 eV
HOMO energy: -7.47 eV
Net charge: 0
E_LUMO: 0.51 eV
F_max: 2.8 eV Å⁻¹
Structure (SMILES): CC(N)=C=O.C#COC
Frontier orbital gap: 7.9824 eV

***

(2)
An isolated molecule of C6H9NO2. Source: OMol25; level of theory: ωB97M-V/def2-TZVPD.

```
18
Properties=species:S:1:pos:R:3:forces:R:3:lowdin_charge:R:1
O -0.4928 2.4888 0.5188 0.44 -1.79 0.14 0.09
H 0.2393 -0.3302 2.0177 0.08 0.10 -0.14 0.08
C 0.5214 0.6958 1.7712 0.34 -0.17 -0.14 0.00
N -1.2334 -0.5521 -0.6882 -0.54 1.41 2.14 0.17
H 1.5740 -0.1073 -2.5127 -0.02 0.04 0.25 0.06
H 1.7446 -2.1005 -1.1797 -0.16 0.24 0.06 0.08
C 0.6217 0.1152 -2.0434 -0.05 0.21 0.77 0.07
H 1.5498 0.7115 1.4058 0.02 0.01 0.14 0.10
C -0.3872 1.2792 0.7250 -1.06 1.85 0.87 -0.37
H 0.0922 0.9970 -2.3904 -0.08 -0.20 -0.05 0.07
H 0.4470 1.2969 2.6814 0.09 0.09 -0.22 0.10
O -2.7135 0.7497 0.5207 -0.27 -0.31 0.16 0.11
H 0.1725 -2.7820 -0.7659 -0.06 0.19 0.06 0.08
H 1.0806 -1.8695 0.4400 -0.04 -0.09 0.00 0.06
C 0.8220 -1.9128 -0.6211 0.17 -0.19 0.17 -0.05
H -2.6936 1.6020 0.9916 0.18 -0.37 -0.27 0.13
C 0.1297 -0.6483 -1.0515 0.32 -0.94 -1.93 -0.45
C -1.4742 0.3666 0.1807 0.63 -0.09 -2.02 -0.35
```
Forces are in eV/Å.

Relative energy (zero: lowest compared OMol25 entry of this formula, charge and spin): 162.1 kJ/mol
DFT total energy: -11951.6382 eV
HOMO energy: -9.04 eV
Net charge: 0
E_LUMO: 0.29 eV
F_max: 2.6 eV Å⁻¹
Structure (SMILES): C=C(C)/N=C(/O)C(C)=O
Frontier orbital gap: 9.3232 eV

***

(3)
An isolated molecule of C6H9NO2. Source: OMol25; level of theory: ωB97M-V/def2-TZVPD.

```
18
Properties=species:S:1:pos:R:3:forces:R:3:lowdin_charge:R:1
C -1.5689 -0.0157 -1.0531 0.87 1.90 -0.82 0.02
H -1.2004 -0.5225 -1.9333 -0.14 -0.10 -0.23 0.10
H 2.4815 -1.8688 0.1413 -1.35 1.62 0.10 0.17
C -0.9383 0.2269 1.2517 -1.80 -2.54 -0.32 -0.01
C 2.0061 0.3246 0.1267 -1.42 -0.24 -0.37 -0.50
C 0.4274 -1.3324 -0.1148 -0.42 -0.30 0.37 -0.45
H -1.0801 1.2068 1.4739 -0.43 3.00 0.73 0.07
H -1.9615 -0.2768 1.3309 1.83 0.28 0.14 0.14
O 3.0580 0.8564 0.2955 1.68 1.66 0.34 0.07
H -2.3209 -0.5708 -0.5574 -0.41 -0.94 0.27 0.07
H 0.8999 1.3644 -1.3592 -0.81 -0.56 1.97 0.18
C 0.6952 1.0790 -0.2375 1.44 1.20 -2.90 -0.05
N -0.3983 0.1115 -0.0928 -1.20 -0.33 -0.97 -0.24
O -0.1764 -2.3478 -0.1744 -1.87 -0.88 -0.49 0.11
H -2.0844 0.9478 -1.3499 1.14 -0.69 0.51 0.12
C 1.7067 -1.0217 0.1021 2.98 -2.24 0.03 -0.01
H -0.1675 -0.1802 1.8390 0.42 -0.59 1.54 0.10
H 0.6218 2.0194 0.3114 -0.50 -0.25 0.12 0.13
```
Forces are in eV/Å.

Relative energy (zero: lowest compared OMol25 entry of this formula, charge and spin): 214.5 kJ/mol
DFT total energy: -11951.0952 eV
HOMO energy: -8.45 eV
Net charge: 0
E_LUMO: 0.46 eV
F_max: 3.7 eV Å⁻¹
Structure (SMILES): C[N+]1(C)CC(=O)C=C1[O-]
Frontier orbital gap: 8.9069 eV